1.
Computed, not measured: a 3-piece molecular cluster, C18H34Cl2N3O12P2 overall in a non-equilibrium geometry, with ωB97M-V/def2-TZVPD.

```
! RIJCOSX wB97M-V def2-TZVPD def2/J DEFGRID3
* xyz 1 1
C -1.6194 -5.5435 0.5845
C -0.7227 -4.3788 0.1620
C -0.9255 -3.0896 0.9510
C -0.2604 -1.8040 0.3906
C 0.6945 -2.0512 -0.7597
C 2.1490 -2.4159 -0.4233
O 1.7279 -1.1507 -0.8977
C -0.3220 -3.2822 2.3790
N -1.1891 -2.4663 3.2777
P -2.1115 -3.3492 4.5564
O -2.5958 -4.6718 3.7749
Cl -0.4954 -4.1116 5.5116
C -2.1012 -1.9099 2.4013
N -2.5590 -0.7032 2.6236
O -3.4966 -0.1638 1.7528
P -1.9389 0.3198 4.0404
O -2.5859 1.7303 3.6372
Cl -3.1417 -0.2345 5.5509
N -2.3447 -2.8006 1.3851
C -3.2671 -2.5662 0.2857
C -4.6640 -2.8408 0.8180
O -4.8622 -3.4691 1.8273
O -5.6147 -2.3522 0.0325
H -1.1526 -6.4871 0.3134
H -2.6103 -5.4768 0.1374
H -1.7473 -5.5703 1.6634
H 0.3184 -4.6723 0.3070
H -0.8292 -4.2079 -0.9107
H -1.0111 -1.1324 -0.0433
H 0.3478 -1.3005 1.1408
H 0.2710 -2.4871 -1.6578
H 2.4059 -3.1554 -1.1680
H 2.1281 -2.5978 0.6418
H 0.6985 -2.9104 2.4518
H -0.2690 -4.3172 2.7096
H -3.3087 -4.4642 3.1383
H -2.9887 0.3529 1.1088
H -1.9088 2.2557 3.1790
H -3.2655 -1.5698 -0.1405
H -3.0688 -3.2689 -0.5235
H -6.4533 -2.3472 0.5226
C -1.4199 8.1853 0.1741
C -1.0882 7.4560 1.4557
O -1.1724 6.0230 1.2917
C -0.1277 5.4580 0.6996
O 0.8720 6.0015 0.3186
O -0.3753 4.1401 0.5950
C 0.6527 3.4129 -0.0892
H -2.3933 7.8699 -0.2029
H -1.4442 9.2597 0.3524
H -0.6766 7.9806 -0.5952
H -1.8131 7.6896 2.2324
H -0.0992 7.7221 1.8258
H 1.6283 3.6040 0.3517
H 0.6637 3.6720 -1.1462
H 0.4045 2.3591 0.0213
C 3.4876 0.9004 -2.2642
C 4.9416 1.2676 -2.4691
O 5.4979 0.6009 -3.6118
C 5.1901 1.1445 -4.7909
O 4.5173 2.1280 -4.9629
O 5.7552 0.4094 -5.7454
C 5.4725 0.8483 -7.0790
H 3.3709 -0.1794 -2.2214
H 3.1085 1.3337 -1.3381
H 2.8805 1.2669 -3.0924
H 5.5446 0.9343 -1.6263
H 5.0744 2.3444 -2.5685
H 5.7072 1.9034 -7.1972
H 4.4254 0.6726 -7.3201
H 6.1051 0.2528 -7.7296
*
```

**Lowest unoccupied orbital energy**: -3.50 eV
**E_HOMO**: -12.23 eV
**Max |F|**: 3.64 eV/Å
**DFT total energy**: -91873.9989 eV



2.
Computed, not measured: C18H34MgNO4Si2Te as an isolated structure, with ωB97M-V/def2-TZVPD.

```
! RIJCOSX wB97M-V def2-TZVPD def2/J DEFGRID3
* xyz 1 1
Mg 0.2749 -0.7425 0.0493
C 2.1408 1.2484 3.3240
C 1.9159 0.1846 2.2877
O 0.8029 0.2018 1.7093
C 2.9405 -0.7975 2.0086
C 4.0901 -0.8348 2.8397
C 5.0771 -1.7623 2.6673
C 4.9487 -2.6995 1.6262
C 3.8671 -2.6890 0.7865
C 2.8335 -1.7359 0.9324
O 1.8439 -1.7539 0.0890
H 1.2782 1.9084 3.3457
H 3.0396 1.8218 3.0961
H 2.2770 0.8075 4.3124
H 4.1851 -0.1144 3.6399
H 5.9414 -1.7764 3.3156
H 5.7244 -3.4415 1.4810
H 3.7747 -3.3984 -0.0252
C -1.2286 3.4225 1.6512
Si -2.2034 3.6373 0.0779
C -1.5421 5.0608 -0.9110
C -4.0129 3.8208 0.4321
C -1.9892 2.0639 -0.9559
Te 0.0761 1.6128 -1.3120
C -0.0689 1.1020 -3.3778
Si -0.7926 -0.5897 -3.7832
C 0.4657 -1.8782 -3.3000
C -2.3837 -0.8848 -2.8688
C -1.0806 -0.6268 -5.6146
H -1.1765 4.3604 2.2083
H -0.2007 3.1121 1.4403
H -1.6803 2.6701 2.3023
H -1.6794 6.0038 -0.3775
H -2.0523 5.1479 -1.8734
H -0.4726 4.9445 -1.1021
H -4.2015 4.7235 1.0180
H -4.3910 2.9689 1.0017
H -4.5932 3.8969 -0.4899
H -2.4172 2.1905 -1.9526
H -2.4656 1.1983 -0.4973
H 0.9560 1.1482 -3.7546
H -0.6138 1.9288 -3.8366
H 0.8025 -1.8303 -2.2605
H 1.3632 -1.7900 -3.9161
H 0.0573 -2.8807 -3.4479
H -2.2476 -0.9546 -1.7858
H -2.8126 -1.8338 -3.2001
H -3.1193 -0.1028 -3.0681
H -0.1568 -0.4456 -6.1680
H -1.8065 0.1341 -5.9100
H -1.4714 -1.5979 -5.9278
N -0.6224 -4.1753 3.3360
C -0.3140 -2.9723 2.5784
C -1.2161 -2.9003 1.3625
O -2.0764 -3.8585 1.2352
O -1.1593 -1.9953 0.5300
H -0.8566 -3.9860 4.2998
H 0.1322 -4.8475 3.3155
H -1.9453 -4.4244 2.0453
H 0.7187 -2.9413 2.2208
H -0.4771 -2.0581 3.1509
*
```

**Lowest unoccupied orbital energy**: -2.69 eV
**E_HOMO**: -10.86 eV
**Max |F|**: 0.40 eV/Å
**DFT total energy**: -57391.8212 eV



3.
Computed, not measured: a 4-piece molecular cluster, C18H34N3O4S3 overall in a non-equilibrium geometry, with ωB97M-V/def2-TZVPD.

```
! RIJCOSX wB97M-V def2-TZVPD def2/J DEFGRID3
* xyz 1 1
C -0.5708 3.5220 1.9020
C -1.0333 2.5699 2.4415
C -1.7068 1.3891 2.9731
C -2.5899 0.7556 1.9117
N -3.7882 1.2943 1.8341
N -4.6195 0.7463 0.9548
C -5.9686 1.2793 0.8564
C -6.8896 0.8335 1.7117
C -4.2578 -0.2808 0.2126
C -2.9928 -0.8645 0.2280
N -2.6505 -1.9447 -0.5854
C -2.0756 -0.3174 1.1362
C -0.7052 -0.9009 1.2524
C 0.4843 0.0739 1.0725
C 1.5377 -0.5410 0.1212
O 1.1235 0.2068 2.3532
H -0.0838 4.2794 1.3367
H -2.3668 1.7395 3.7694
H -1.0265 0.6668 3.4156
H -6.1586 2.0695 0.1441
H -7.9142 0.6730 1.3997
H -6.6774 0.6417 2.7590
H -5.0117 -0.6853 -0.4512
H -2.5518 -2.7917 -0.0312
H -3.3852 -2.1279 -1.2608
H -0.6182 -1.6529 0.4738
H -0.6445 -1.4331 2.2008
H 0.2090 1.0440 0.6675
H 2.5232 -0.3167 0.5107
H 1.3966 -1.6102 0.0015
H 1.4258 -0.0495 -0.8442
H 1.1204 1.1319 2.6212
C 1.3041 -0.0780 -4.2062
S 2.1824 -1.6442 -4.1128
O 2.9898 -1.6201 -2.8622
C 3.2952 -1.3151 -5.4807
H 0.5695 -0.0548 -3.4018
H 2.0088 0.7459 -4.0886
H 0.7938 -0.0035 -5.1661
H 3.8632 -0.4079 -5.2828
H 2.7175 -1.2044 -6.3980
H 3.9696 -2.1645 -5.5729
C 6.1594 2.7664 -4.9063
S 4.4847 2.4745 -4.3303
O 3.6788 2.0484 -5.5083
C 4.0886 4.1983 -4.0128
H 6.5852 1.8097 -5.2011
H 6.1410 3.4400 -5.7629
H 6.7507 3.1945 -4.0971
H 4.2063 4.7774 -4.9287
H 4.7462 4.5818 -3.2329
H 3.0550 4.2503 -3.6772
C -1.2167 -2.2664 5.7262
S -0.1265 -3.2084 4.6506
O -0.9025 -3.5211 3.4133
C -0.1041 -4.6901 5.6613
H -1.4035 -1.3019 5.2569
H -2.1583 -2.8004 5.8556
H -0.7314 -2.1130 6.6895
H -1.1202 -5.0617 5.7927
H 0.3457 -4.4598 6.6267
H 0.4964 -5.4378 5.1481
*
```

**Lowest unoccupied orbital energy**: -4.01 eV
**E_HOMO**: -10.25 eV
**Max |F|**: 1.90 eV/Å
**DFT total energy**: -64370.7076 eV



4.
Computed, not measured: a 3-piece molecular cluster, C18H34N3O7 overall, with ωB97M-V/def2-TZVPD.

```
! RIJCOSX wB97M-V def2-TZVPD def2/J DEFGRID3
* xyz 1 1
C -2.3853 -1.9708 -0.8160
O -1.0678 -1.5104 -0.5672
C -0.3293 -1.0519 -1.6660
C 0.8574 -1.9800 -1.9207
C 1.4432 -1.9308 -3.3567
C 1.2611 -0.6087 -4.0335
C 1.8858 0.5036 -3.4423
N 1.8447 1.7206 -3.9069
N 1.1513 1.8682 -5.0197
C 0.5076 0.9062 -5.6606
C 0.5156 -0.3963 -5.1889
C -0.2167 -1.5124 -5.8856
C -1.1964 -1.1667 -7.0285
N -2.5173 -1.7753 -6.9332
H -3.1104 -1.2250 -0.4941
H -2.5501 -2.8795 -0.2420
H -2.5349 -2.2028 -1.8712
H 0.0279 -0.0461 -1.4257
H -0.9644 -0.9629 -2.5550
H 1.6435 -1.7704 -1.1990
H 0.5175 -2.9956 -1.7332
H 1.0237 -2.7235 -3.9667
H 2.5186 -2.1045 -3.3071
H 2.4472 0.3651 -2.5296
H 1.1357 2.8121 -5.3835
H -0.0072 1.2006 -6.5596
H 0.5525 -2.1896 -6.2628
H -0.7484 -2.0754 -5.1180
H -1.3557 -0.0973 -7.1207
H -0.7517 -1.5070 -7.9613
H -2.4627 -2.7286 -6.5995
H -3.1129 -1.2629 -6.2963
C 1.2841 -0.8618 3.5390
C 2.7196 -1.1256 3.1487
O 2.9631 -0.8325 1.7550
C 3.0977 0.4500 1.4561
O 3.0367 1.3852 2.2047
O 3.1981 0.5485 0.1179
C 3.2484 1.8872 -0.3740
H 0.6043 -1.4209 2.8946
H 1.1166 -1.1699 4.5703
H 1.0414 0.1968 3.4606
H 2.9617 -2.1814 3.2430
H 3.4180 -0.5554 3.7592
H 4.0554 2.4643 0.0700
H 2.3009 2.3966 -0.2001
H 3.4242 1.7945 -1.4425
C -1.9069 4.1949 6.1190
C -1.8643 3.0430 5.1395
O -1.3757 1.8339 5.7449
C -2.2485 1.1901 6.5179
O -3.3872 1.5152 6.7271
O -1.6349 0.1276 7.0389
C -2.4426 -0.6371 7.9410
H -0.9242 4.3500 6.5652
H -2.2015 5.1085 5.6026
H -2.6236 4.0054 6.9157
H -1.1552 3.2452 4.3390
H -2.8425 2.8529 4.6984
H -3.3693 -0.9446 7.4624
H -2.6673 -0.0561 8.8332
H -1.8487 -1.5067 8.2037
*
```

**Lowest unoccupied orbital energy**: -4.75 eV
**E_HOMO**: -12.10 eV
**Max |F|**: 0.84 eV/Å
**DFT total energy**: -38012.8005 eV